one) {
  "formula": "C7H8N2O2",
  "method": "the ωB97M-V functional and the def2-TZVPD basis",
  "elements": ["C", "C", "C", "C", "C", "C", "C", "N", "N", "O", "O", "H", "H", "H", "H", "H", "H", "H", "H"],
  "coordinates": [[-1.87104, -0.88328, -0.09141], [-1.15846, 0.41500, 0.05300], [0.14946, 0.26696, -0.07509], [-3.06868, 1.81617, 0.09512], [1.38538, -0.15920, 0.03622], [2.28860, -0.23058, 1.19675], [2.31528, -0.16052, -1.19050], [-1.03374, -3.06888, 0.08627], [-1.81263, 1.63325, 0.15793], [-4.05053, 0.95637, -0.08517], [-1.36448, -1.95542, 0.06292], [-3.62149, 0.10922, -0.45258], [-3.58923, 2.71956, 0.20693], [3.06613, 0.42953, 1.14095], [1.88179, -0.10389, 2.12521], [2.66536, -1.15586, 1.32323], [3.08369, 0.47445, -1.05923], [2.73099, -1.09161, -1.34695], [2.00362, -0.01127, -2.18360]],
  "lowdin_charge": [0.009, -0.266, 0.112, -0.279, -0.243, -0.041, -0.038, 0.189, 0.099, 0.040, -0.162, 0.097, 0.112, 0.068, 0.065, 0.061, 0.042, 0.061, 0.073],
  "gap_ev": [7.7, 7.7]
}

two) {
  "formula": "C7H8N2O2",
  "method": "the ωB97M-V functional and the def2-TZVPD basis",
  "elements": ["C", "C", "C", "C", "C", "C", "C", "N", "N", "O", "O", "H", "H", "H", "H", "H", "H", "H", "H"],
  "coordinates": [[-0.49928, -0.70794, 2.90461], [-1.38396, 0.14494, 2.25537], [0.73172, -0.99915, 2.33004], [-1.04086, 0.71270, 1.05013], [1.09307, -0.42379, 1.13248], [0.22064, 0.46513, 0.47302], [0.62191, 1.13992, -0.69424], [-0.06473, 0.30093, -3.39060], [0.39731, -0.36630, -2.49973], [0.71237, -1.50805, -2.25278], [-0.35393, -0.38192, -4.60874], [-0.77159, -1.14609, 3.85327], [-2.34358, 0.36528, 2.69987], [1.41184, -1.67207, 2.83194], [-1.72243, 1.38345, 0.54616], [2.04782, -0.64802, 0.68180], [-0.02851, 1.85863, -1.15989], [1.66358, 1.17334, -0.96083], [-0.69137, 0.30901, -5.19187]],
  "lowdin_charge": [-0.074, -0.081, -0.077, -0.031, -0.028, -0.297, 0.099, -0.022, -0.238, 0.018, -0.042, 0.103, 0.104, 0.105, 0.114, 0.115, 0.072, 0.079, 0.080],
  "gap_ev": [6.6, 8.2]
}

Going by the computed energies, the most stable comes first: two), one).

one) {
  "formula": "CH6NS",
  "method": "the ωB97M-V functional and the def2-TZVPD basis",
  "elements": ["S", "H", "C", "N", "H", "H", "H", "H", "H"],
  "coordinates": [[-2.92219, 0.13664, 1.47735], [-2.85224, 0.99053, 2.53693], [1.02271, 0.34659, -0.76994], [0.86553, -0.95082, -0.15314], [1.89772, 0.39774, -1.48733], [1.09564, 1.22933, -0.01026], [0.10443, 0.50806, -1.47791], [0.18145, -0.97139, 0.65007], [0.60694, -1.68666, -0.76577]],
  "lowdin_charge": [-0.430, -0.501, -0.256, -0.112, 0.051, 0.092, 0.077, 0.053, 0.026],
  "gap_ev": 6.6,
  "charge": -1
}

two) {
  "formula": "CH6NS",
  "method": "the ωB97M-V functional and the def2-TZVPD basis",
  "elements": ["N", "H", "H", "H", "C", "S", "H", "H", "H"],
  "coordinates": [[-2.08402, -0.56778, 0.75980], [-2.07685, -1.52532, 0.43252], [-1.53351, -0.11125, 0.01574], [-1.20858, -0.57326, 1.27419], [1.49207, 0.69157, -0.43388], [0.78544, -0.82971, -1.10534], [1.31234, 0.46129, 0.64548], [0.86086, 1.47943, -0.80579], [2.45224, 0.97504, -0.78271]],
  "lowdin_charge": [-0.050, -0.021, -0.063, -0.034, -0.740, 0.003, -0.022, -0.038, -0.036],
  "gap_ev": 6.6,
  "charge": -1
}

three) {
  "formula": "CH6NS",
  "method": "the ωB97M-V functional and the def2-TZVPD basis",
  "elements": ["S", "H", "C", "N", "H", "H", "H", "H", "H"],
  "coordinates": [[1.72029, 1.00060, 1.58600], [2.44490, 2.08788, 1.26894], [-0.54465, -0.75276, -0.91620], [-1.07539, -0.21327, 0.41126], [-1.30349, -0.63482, -1.68997], [-0.17657, -1.80461, -0.75296], [0.33855, -0.09567, -1.16830], [-0.30256, -0.37643, 1.05905], [-1.10108, 0.78909, 0.20218]],
  "lowdin_charge": [-0.255, -0.486, -0.222, -0.129, 0.036, 0.065, 0.043, -0.073, 0.020],
  "gap_ev": 7.0,
  "charge": -1
}

Going by the computed energies, the most stable comes first: three), one), two).

one) {
  "formula": "C40H40Br2N7O9SbZr",
  "method": "the ωB97M-V functional and the def2-TZVPD basis",
  "elements": ["Zr", "N", "C", "C", "C", "N", "H", "H", "H", "H", "H", "H", "H", "H", "H", "H", "C", "O", "C", "O", "N", "N", "H", "H", "H", "H", "H", "H", "C", "C", "C", "C", "C", "C", "Br", "C", "C", "Br", "C", "O", "C", "N", "H", "H", "H", "H", "H", "H", "O", "C", "O", "C", "C", "C", "C", "C", "C", "N", "O", "O", "N", "O", "O", "H", "H", "H", "C", "C", "C", "C", "C", "C", "Sb", "C", "C", "C", "C", "C", "C", "C", "C", "C", "C", "C", "C", "H", "H", "H", "H", "H", "H", "H", "H", "H", "H", "H", "H", "H", "H", "H"],
  "coordinates": [[1.45043, -0.31587, 0.01823], [1.91951, -0.97084, -2.21160], [3.28074, -1.50024, -2.52588], [3.47774, -2.89559, -1.96567], [3.53610, -2.95562, -0.45233], [2.24496, -2.54484, 0.16489], [1.22597, -1.58937, -2.63736], [1.81151, -0.09644, -2.72061], [4.00987, -0.80842, -2.10257], [3.41338, -1.51321, -3.60823], [4.41662, -3.28997, -2.35648], [2.69333, -3.56185, -2.34474], [4.30155, -2.28246, -0.06876], [3.78210, -3.96826, -0.13072], [2.34355, -2.64842, 1.17373], [1.52089, -3.20939, -0.10333], [-1.45259, 1.96836, 3.75852], [-0.91704, 1.52941, 2.48746], [0.33466, 1.75641, 2.16964], [0.70414, 1.42836, 1.01833], [1.15267, 2.32540, 3.04957], [2.50246, 2.48209, 2.72619], [-2.49152, 1.65860, 3.74754], [-1.39515, 3.05384, 3.83263], [-0.93225, 1.48276, 4.58581], [0.82013, 2.55353, 3.97572], [3.06728, 1.88318, 3.31879], [2.77237, 3.44991, 2.85370], [0.71102, 2.40760, -2.83657], [1.93478, 2.67657, -2.02013], [2.56917, 3.92570, -2.20385], [3.69922, 4.23918, -1.51491], [4.25107, 3.28786, -0.63100], [5.43964, 3.47777, 0.12318], [6.38557, 5.10274, 0.00466], [5.91578, 2.49204, 0.93823], [5.22568, 1.26925, 1.04298], [5.87149, -0.07001, 2.19132], [4.07207, 1.05400, 0.33935], [3.36562, -0.07987, 0.41932], [3.56716, 2.06681, -0.50435], [2.39728, 1.77232, -1.16980], [0.82886, 2.82744, -3.83514], [-0.16500, 2.87790, -2.38560], [0.50370, 1.34664, -2.94648], [2.13942, 4.62317, -2.90944], [4.18719, 5.19480, -1.64968], [6.82514, 2.63811, 1.50399], [-0.16683, -1.54253, 0.95428], [0.26676, -1.36937, 2.13865], [1.39136, -0.80884, 2.27099], [-0.55405, -1.75593, 3.30369], [-1.67276, -2.56873, 3.15051], [-2.42594, -2.85212, 4.27264], [-2.14773, -2.32283, 5.51980], [-1.04713, -1.49357, 5.61490], [-0.22548, -1.22367, 4.54197], [-0.75746, -0.82047, 6.89733], [-1.24636, -1.28370, 7.89460], [-0.05752, 0.17584, 6.83327], [-3.60150, -3.74329, 4.13264], [-4.36689, -3.79200, 5.06523], [-3.69966, -4.35253, 3.08951], [-1.95785, -2.96784, 2.18525], [-2.77163, -2.53956, 6.37574], [0.64427, -0.59459, 4.66430], [-0.98410, -1.55693, -6.17541], [-0.92605, -2.48922, -5.14858], [-1.07679, -2.07918, -3.83027], [-1.28883, -0.73359, -3.52552], [-1.34686, 0.19382, -4.56324], [-1.19880, -0.21816, -5.88198], [-1.38747, -0.13567, -1.48454], [-2.54309, 1.62290, -1.60326], [-3.62415, 1.69250, -2.47958], [-4.40839, 2.83687, -2.52368], [-4.12072, 3.91046, -1.69164], [-3.04947, 3.84244, -0.81166], [-2.26175, 2.70004, -0.76612], [-2.82030, -1.48324, -0.70313], [-4.05437, -1.01441, -0.26842], [-4.99526, -1.90055, 0.24711], [-4.70927, -3.25332, 0.32685], [-3.47361, -3.72656, -0.09964], [-2.53116, -2.84419, -0.60224], [-0.87561, -1.87579, -7.20327], [-0.78135, -3.53766, -5.37456], [-1.06852, -2.82973, -3.04660], [-1.53257, 1.24154, -4.35543], [-1.26190, 0.50812, -6.68174], [-3.86268, 0.85703, -3.12795], [-5.24613, 2.88848, -3.20631], [-4.73408, 4.80078, -1.72854], [-2.82858, 4.68027, -0.16299], [-1.42390, 2.65198, -0.07914], [-4.29986, 0.03850, -0.33490], [-5.95625, -1.52848, 0.57759], [-5.44013, -3.94185, 0.72839], [-3.24658, -4.78241, -0.02971], [-1.56325, -3.23017, -0.90372]],
  "lowdin_charge": [1.779, -0.074, -0.199, -0.169, -0.202, -0.051, 0.071, 0.061, 0.119, 0.130, 0.132, 0.124, 0.109, 0.131, 0.103, 0.113, 0.019, 0.019, -0.529, -0.130, 0.065, 0.116, 0.114, 0.114, 0.081, 0.156, 0.113, 0.117, -0.026, -0.278, 0.012, 0.011, -0.177, -0.616, 0.851, -0.147, -0.612, 0.846, -0.392, -0.306, -0.152, 0.089, 0.106, 0.084, 0.005, 0.129, 0.095, 0.108, -0.193, -0.573, -0.073, -0.088, 0.109, -0.081, 0.119, -0.100, 0.066, -0.342, 0.142, 0.075, -0.336, 0.126, 0.095, 0.126, 0.147, 0.136, -0.060, -0.067, -0.149, -0.388, -0.138, -0.058, 1.572, -0.402, -0.126, -0.054, -0.057, -0.069, -0.147, -0.367, -0.110, -0.059, -0.072, -0.081, -0.160, 0.116, 0.113, 0.082, 0.094, 0.115, 0.111, 0.117, 0.115, 0.110, 0.077, 0.092, 0.114, 0.116, 0.117, 0.084],
  "gap_ev": 7.5,
  "charge": 2
}

two) {
  "formula": "C40H40Br2N7O9SbZr",
  "method": "the ωB97M-V functional and the def2-TZVPD basis",
  "elements": ["Zr", "N", "C", "C", "C", "N", "H", "H", "H", "H", "H", "H", "H", "H", "H", "H", "C", "O", "C", "O", "N", "N", "H", "H", "H", "H", "H", "H", "C", "C", "C", "C", "C", "C", "Br", "C", "C", "Br", "C", "O", "C", "N", "H", "H", "H", "H", "H", "H", "O", "C", "O", "C", "C", "C", "C", "C", "C", "N", "O", "O", "N", "O", "O", "H", "H", "H", "C", "C", "C", "C", "C", "C", "Sb", "C", "C", "C", "C", "C", "C", "C", "C", "C", "C", "C", "C", "H", "H", "H", "H", "H", "H", "H", "H", "H", "H", "H", "H", "H", "H", "H"],
  "coordinates": [[0.07154, -0.92012, -0.29682], [1.68872, -0.74305, 1.42668], [1.96682, -1.96686, 2.23302], [2.88324, -2.93920, 1.49884], [2.63096, -3.03579, 0.00207], [1.17476, -3.05248, -0.30241], [2.54612, -0.39899, 0.99463], [1.41657, -0.00770, 2.08236], [1.00357, -2.41910, 2.45681], [2.42028, -1.68213, 3.18111], [2.75994, -3.92280, 1.95721], [3.92961, -2.66593, 1.64596], [3.11792, -3.92796, -0.39058], [3.06778, -2.18373, -0.52165], [0.70475, -3.70982, 0.31767], [1.03754, -3.39781, -1.24892], [-3.09754, 2.81699, -2.97138], [-2.02759, 1.97875, -2.47878], [-2.20712, 1.16498, -1.47444], [-1.20408, 0.53614, -1.07693], [-3.40983, 1.03387, -0.91695], [-3.60112, 0.12636, 0.12873], [-2.65375, 3.40577, -3.76464], [-3.45110, 3.47754, -2.17978], [-3.90285, 2.20467, -3.37660], [-4.17884, 1.60154, -1.24177], [-4.32801, -0.53329, -0.12284], [-3.86308, 0.62513, 0.97334], [-1.61445, -1.47518, -3.68300], [-1.90509, -2.53291, -2.66059], [-2.63783, -3.66322, -3.08990], [-3.03742, -4.62039, -2.20827], [-2.73469, -4.46632, -0.83606], [-3.12041, -5.35582, 0.19971], [-4.11572, -6.90076, -0.20696], [-2.77966, -5.10429, 1.49655], [-2.03616, -3.95548, 1.83062], [-1.58367, -3.62232, 3.62349], [-1.64162, -3.07096, 0.85858], [-0.93038, -1.96502, 1.08752], [-1.98807, -3.33207, -0.48548], [-1.55040, -2.38989, -1.39018], [-2.56576, -1.11196, -4.07993], [-1.06905, -1.90272, -4.52503], [-1.04728, -0.64165, -3.29200], [-2.88104, -3.74496, -4.14092], [-3.59559, -5.48448, -2.54291], [-3.07850, -5.78580, 2.28108], [1.86514, 0.19551, -1.14669], [1.85773, -0.51078, -2.19996], [0.91097, -1.35537, -2.32418], [2.90440, -0.36553, -3.22525], [3.84916, 0.64585, -3.09689], [4.81492, 0.76613, -4.06964], [4.88405, -0.07862, -5.16079], [3.92924, -1.07200, -5.24899], [2.93634, -1.23445, -4.30798], [3.96571, -2.00135, -6.40164], [4.79587, -1.79103, -7.24964], [3.16591, -2.91250, -6.38989], [5.81810, 1.84941, -3.93926], [6.65112, 1.93201, -4.80703], [5.72871, 2.55981, -2.96140], [3.82841, 1.32992, -2.26054], [5.65056, 0.03500, -5.91460], [2.21056, -2.02603, -4.42420], [-4.71198, 4.02652, 4.09440], [-4.78436, 2.64374, 4.02309], [-3.71354, 1.91974, 3.51273], [-2.56385, 2.57875, 3.07699], [-2.49737, 3.97129, 3.15374], [-3.57150, 4.69061, 3.66011], [-0.96634, 1.40494, 2.35519], [0.43381, 1.31960, 3.95008], [1.18072, 2.41673, 4.38143], [2.05562, 2.29059, 5.45117], [2.18546, 1.07146, 6.10568], [1.43990, -0.02302, 5.69263], [0.56685, 0.10120, 4.61749], [0.03829, 2.81969, 1.10899], [-0.70070, 3.64424, 0.25829], [-0.07019, 4.46249, -0.66817], [1.31600, 4.46137, -0.76909], [2.06348, 3.65010, 0.07032], [1.42938, 2.83989, 1.00499], [-5.54400, 4.58991, 4.49611], [-5.66864, 2.12749, 4.37375], [-3.77226, 0.83554, 3.47950], [-1.61030, 4.49676, 2.82325], [-3.51594, 5.76937, 3.72455], [1.08159, 3.37584, 3.88771], [2.62943, 3.14652, 5.78152], [2.86109, 0.97898, 6.94600], [1.52843, -0.96815, 6.21415], [-0.02202, -0.75689, 4.30390], [-1.78444, 3.67777, 0.34209], [-0.65585, 5.11758, -1.30174], [1.81068, 5.10638, -1.48343], [3.14508, 3.66198, 0.01348], [2.03812, 2.24617, 1.67738]],
  "lowdin_charge": [1.894, -0.047, -0.212, -0.152, -0.199, -0.030, 0.104, 0.028, 0.070, 0.122, 0.128, 0.127, 0.132, 0.106, 0.110, 0.106, 0.011, 0.029, -0.536, -0.146, 0.065, 0.095, 0.112, 0.107, 0.108, 0.153, 0.113, 0.075, -0.012, -0.273, 0.012, 0.017, -0.176, -0.615, 0.858, -0.142, -0.590, 0.853, -0.408, -0.359, -0.160, 0.074, 0.103, 0.104, 0.048, 0.132, 0.098, 0.109, -0.099, -0.549, -0.132, -0.095, 0.093, -0.087, 0.120, -0.090, 0.090, -0.347, 0.129, 0.097, -0.346, 0.128, 0.097, 0.135, 0.146, 0.135, -0.063, -0.075, -0.163, -0.403, -0.121, -0.062, 1.539, -0.406, -0.116, -0.059, -0.060, -0.075, -0.166, -0.399, -0.157, -0.071, -0.062, -0.068, -0.145, 0.115, 0.112, 0.089, 0.098, 0.114, 0.103, 0.115, 0.115, 0.112, 0.071, 0.094, 0.110, 0.113, 0.114, 0.088],
  "gap_ev": 7.3,
  "charge": 2
}

Going by the computed energies, the most stable comes first: one), two).

one) {
  "formula": "C2H10N3",
  "method": "the ωB97M-V functional and the def2-TZVPD basis",
  "elements": ["N", "C", "N", "H", "H", "H", "H", "C", "N", "H", "H", "H", "H", "H", "H"],
  "coordinates": [[1.60472, -0.88139, -1.41800], [1.41256, 0.44258, -1.45579], [0.85806, 1.11491, -0.51578], [1.46971, -1.39744, -0.56362], [2.07098, -1.34304, -2.17889], [1.78509, 0.90593, -2.36664], [0.86874, 2.10379, -0.74221], [-1.66904, -0.69883, 0.94222], [-0.85809, 0.45667, 1.39787], [-2.33653, -1.04182, 1.72767], [-2.25558, -0.41288, 0.07229], [-1.00776, -1.50254, 0.64519], [-0.35390, 0.23263, 2.25266], [-1.45318, 1.26017, 1.60299], [-0.13579, 0.76128, 0.60003]],
  "lowdin_charge": [0.126, -0.299, 0.047, 0.107, 0.113, 0.141, 0.082, -0.043, 0.075, 0.098, 0.101, 0.084, 0.153, 0.155, 0.061],
  "gap_ev": 11.0,
  "charge": 1
}

two) {
  "formula": "C2H10N3",
  "method": "the ωB97M-V functional and the def2-TZVPD basis",
  "elements": ["C", "C", "N", "N", "H", "H", "H", "H", "H", "H", "N", "H", "H", "H", "H"],
  "coordinates": [[0.23411, 0.65373, 0.97565], [-0.23737, -0.53495, 1.28224], [0.25928, -1.19417, 2.44797], [-0.21119, 1.36636, -0.21683], [0.96127, 1.15879, 1.58224], [-1.01186, -1.02885, 0.69899], [0.98666, -1.84748, 2.18586], [-0.47756, -1.77337, 2.85348], [0.36966, 2.18213, -0.37513], [-1.16381, 1.70160, -0.10988], [0.06070, -0.16595, -2.31151], [0.86233, -0.77426, -2.18466], [-0.11263, 0.62558, -1.19982], [0.22761, 0.38881, -3.14579], [-0.74719, -0.75796, -2.48283]],
  "lowdin_charge": [-0.117, -0.190, 0.033, 0.081, 0.123, 0.118, 0.087, 0.090, 0.142, 0.147, 0.119, 0.097, 0.072, 0.099, 0.099],
  "gap_ev": 10.1,
  "charge": 1
}

three) {
  "formula": "C2H10N3",
  "method": "the ωB97M-V functional and the def2-TZVPD basis",
  "elements": ["C", "N", "H", "H", "H", "H", "H", "H", "N", "C", "N", "H", "H", "H", "H"],
  "coordinates": [[-2.37372, -0.97353, -0.21889], [-1.41764, 0.16666, -0.41960], [-2.65918, -0.96682, 0.81823], [-1.80998, -1.87973, -0.40100], [-3.17884, -0.95683, -0.94162], [-1.15556, 0.30257, -1.39364], [-1.85528, 1.01054, -0.04282], [-0.46639, -0.00916, 0.10611], [2.47217, 1.46154, 0.25006], [2.20231, 0.14380, 0.33912], [1.03567, -0.31832, 0.59905], [3.34713, 1.72815, -0.16311], [1.69392, 2.08400, 0.39526], [3.09329, -0.46494, 0.35723], [1.07209, -1.32793, 0.71562]],
  "lowdin_charge": [-0.023, 0.085, 0.097, 0.092, 0.097, 0.154, 0.156, 0.068, 0.122, -0.309, 0.033, 0.111, 0.108, 0.134, 0.074],
  "gap_ev": 10.7,
  "charge": 1
}

Going by the computed energies, the most stable comes first: one), three), two).